109
Properties=species:S:1:pos:R:3:mulliken_charge:R:1 method="wB97M-V/def2-TZVPD" charge=+1 e_tot_ev=-57328.74440 orbital_gap_ev=8.4 homo_ev=-10.7
H -0.47 -2.96 -1.20 0.34
H 2.26 -3.10 6.62 0.19
C 5.33 1.10 2.79 -0.33
H -4.24 2.22 -0.93 0.33
H 6.16 0.39 2.79 0.59
H -4.37 -1.38 -0.97 0.33
H 1.39 2.61 -6.53 0.40
H 3.81 -2.74 6.29 0.19
H -7.24 1.19 0.50 0.33
N 2.34 1.69 4.30 0.29
H -0.07 -0.78 -5.75 0.11
H -5.26 0.89 -0.30 0.37
H 1.86 -4.03 4.49 0.29
H 2.54 2.99 6.24 0.15
H 1.41 4.03 -0.37 0.52
C -0.08 -1.22 0.02 0.01
O -0.52 1.26 -4.10 -0.41
H -1.14 -0.11 -2.02 0.44
C 1.01 -1.02 2.28 -0.56
H 4.63 -0.40 1.38 0.38
C -1.16 -1.18 -2.25 0.36
H -3.24 0.97 -2.51 -0.06
H 7.07 2.39 2.50 0.36
H 0.48 -0.10 2.06 0.35
H 1.14 -0.56 6.52 0.63
N 2.85 -2.41 6.18 -0.56
C 2.37 0.38 4.97 -0.62
C 2.54 5.23 1.66 -1.50
C -6.09 1.97 -1.95 -0.83
H 1.24 1.87 2.55 0.56
C -2.60 -1.68 -2.12 -0.96
H 3.50 5.47 2.10 0.34
N 2.43 -0.76 2.65 0.35
H -0.34 -5.51 -3.96 0.33
H -0.47 0.89 4.59 0.26
H 0.92 3.33 -4.98 0.33
H 2.52 5.68 0.67 0.47
H 0.79 0.13 -7.00 0.44
H -0.91 0.48 -6.64 0.31
C 5.99 2.47 2.49 -1.31
H -4.67 0.02 -2.88 0.28
H 5.73 2.76 1.47 0.27
H 1.40 0.91 -4.68 0.29
H 1.72 5.62 2.26 0.27
H -2.62 -2.67 -1.66 0.51
H 1.90 -1.85 0.44 0.24
H -6.26 3.00 -1.63 0.41
C 2.30 1.77 2.84 -0.45
N 2.95 3.00 2.40 -0.34
H -5.92 2.00 -3.03 0.34
H -1.35 1.54 -4.49 0.27
H -8.83 0.79 -0.14 0.35
H -1.05 -1.13 0.50 0.11
C 1.61 3.23 0.33 -1.20
H 4.92 1.07 3.79 0.15
O 0.10 -3.04 -4.92 -0.45
H -2.11 -0.65 5.07 0.33
H 0.89 -3.53 -4.68 0.28
H 3.90 -0.77 4.09 0.26
C -7.39 1.20 -1.68 -0.43
C -0.37 -4.71 -6.61 -1.44
C 2.38 3.73 1.53 0.67
H -0.12 -4.00 -7.40 0.35
C -4.06 0.41 -2.06 -0.13
H -1.99 -5.66 -4.58 0.43
H -3.03 -0.47 -0.35 0.17
H -0.84 -1.27 -3.28 -0.23
H -7.17 0.13 -1.82 0.24
O 2.04 -3.23 3.98 -0.62
H 2.32 0.59 1.10 -0.41
H -1.59 -4.42 -3.38 0.12
H 3.14 0.43 5.74 0.82
H 0.60 -2.86 1.21 0.45
H -1.32 -0.40 6.61 0.39
B 2.54 -2.24 4.76 0.79
H 0.81 -1.90 -1.82 0.44
H -0.31 2.96 -6.18 0.37
H 2.17 2.45 -0.19 0.24
C -1.16 -0.75 5.59 -1.03
H 5.63 3.25 3.15 0.25
H -1.11 -5.41 -6.99 0.40
C 0.95 -1.86 0.97 -0.95
C -0.17 -1.92 -1.34 -1.32
C -3.51 -0.78 -1.28 -0.76
S 3.27 2.89 5.11 -0.19
N -0.11 0.00 4.91 -0.07
H -1.76 -3.40 -5.64 0.25
C -0.88 -3.98 -5.38 0.61
C 0.46 1.22 -5.15 0.45
H -8.29 2.45 -0.15 0.30
H 0.66 2.79 0.66 0.27
H 0.54 -5.26 -6.37 0.32
C -1.22 -4.95 -4.26 -1.17
H 0.30 -0.22 -0.18 0.14
H 3.02 -1.44 2.17 0.61
C 0.05 0.20 -6.20 -1.11
H -3.07 -1.80 -3.10 0.36
C 2.80 -0.82 4.10 -0.42
H 0.94 1.14 6.30 0.43
H -8.16 1.47 -2.40 0.38
C 1.06 0.20 5.75 -1.81
C -4.88 1.38 -1.20 -0.66
H 0.45 -1.54 3.04 0.63
C 4.35 0.60 1.71 -1.28
H -0.92 -1.81 5.61 0.28
H 4.43 1.22 0.82 0.59
C 2.85 0.57 2.06 0.78
C -7.95 1.43 -0.28 -1.18
C 0.63 2.61 -5.75 -1.47